# C35H41Cl2N2OOsP3

A structure of composition C35H41Cl2N2OOsP3 in a non-equilibrium geometry (ωB97M-V/def2-TZVPD, the OMol25 dataset).

Values from the calculation:
- DFT total energy (Ha) = -3577.46274
- multiplicity = 5
- total charge = +2
- LUMO (spin up / spin down) (eV) = -5.13 / -7.63

CARTESIAN COORDINATES (ANGSTROEM)
P: 0.965 1.317 -2.078
C: 2.680 1.598 -2.449
C: 3.249 1.053 -3.609
H: 2.663 0.390 -4.246
C: 4.568 1.350 -3.954
H: 4.995 0.918 -4.857
C: 5.331 2.192 -3.146
H: 6.361 2.419 -3.415
C: 4.773 2.744 -1.994
H: 5.362 3.404 -1.359
C: 3.452 2.454 -1.641
H: 3.031 2.902 -0.741
C: 0.419 -0.062 -3.084
C: 0.963 -1.338 -2.836
H: 1.727 -1.449 -2.064
C: 0.532 -2.439 -3.571
H: 0.969 -3.417 -3.364
C: -0.428 -2.284 -4.564
H: -0.753 -3.150 -5.144
C: -0.967 -1.030 -4.828
H: -1.713 -0.903 -5.612
C: -0.558 0.079 -4.096
H: -0.995 1.065 -4.287
C: 0.117 2.803 -2.588
C: 0.535 3.502 -3.743
H: 1.349 3.102 -4.345
C: -0.078 4.700 -4.097
H: 0.255 5.226 -4.989
C: -1.103 5.227 -3.310
H: -1.573 6.168 -3.591
C: -1.516 4.561 -2.159
H: -2.301 4.973 -1.531
C: -0.911 3.362 -1.792
H: -1.211 2.838 -0.886
Os: 0.007 -0.141 2.359
C: -1.716 -0.943 1.917
C: -2.170 -0.950 0.588
H: -2.361 -1.444 2.667
C: -1.223 -0.318 -0.402
O: -1.917 0.575 -1.239
H: -1.174 0.977 -1.851
C: -0.047 0.286 0.407
H: -0.810 -1.126 -1.061
C: 0.862 0.976 -0.311
Cl: -0.405 -1.028 4.574
Cl: 2.163 0.979 2.573
P: 1.209 -2.104 2.083
C: 2.081 -2.675 3.588
H: 1.347 -3.092 4.295
H: 2.567 -1.807 4.060
H: 2.843 -3.440 3.350
C: 0.214 -3.569 1.615
H: -0.264 -3.390 0.636
H: -0.579 -3.709 2.369
H: 0.815 -4.498 1.551
C: 2.533 -2.086 0.827
H: 3.038 -1.110 0.868
H: 2.096 -2.215 -0.176
H: 3.282 -2.887 0.995
P: -3.701 -1.730 -0.005
C: -4.344 -2.779 1.264
C: -3.317 -2.682 -1.460
H: -4.620 -2.202 2.168
H: -3.622 -3.564 1.559
H: -5.259 -3.270 0.877
H: -2.979 -2.028 -2.285
H: -4.233 -3.219 -1.792
H: -2.527 -3.431 -1.260
C: -4.929 -0.534 -0.451
H: -5.120 0.167 0.381
H: -5.878 -1.055 -0.696
H: -4.599 0.045 -1.332
H: 1.752 1.332 0.219
N: -0.012 -0.136 9.722
C: -0.009 -0.135 8.560
C: -0.029 0.085 7.043
C: 1.158 0.429 6.377
C: 1.190 1.099 5.232
N: 0.116 1.458 4.405
C: -0.984 1.434 5.191
C: -1.054 0.803 6.403
H: 2.139 0.253 6.940
H: 2.259 1.356 4.887
H: -1.955 1.887 4.714
H: -2.027 0.885 7.024

***

# C34H99HfN7O13

A structure of composition C34H99HfN7O13 in a non-equilibrium geometry (ωB97M-V/def2-TZVPD, the OMol25 dataset).

Values from the calculation:
- DFT total energy (Ha) = -2763.24002
- total charge = +2
- LUMO (eV) = -10.24

CARTESIAN COORDINATES (ANGSTROEM)
Hf: -1.098 -4.613 2.681
C: 0.638 -1.718 -0.306
C: 0.394 -1.465 1.165
C: -0.648 -0.341 1.357
O: 0.049 -2.607 1.881
H: 1.604 -2.196 -0.467
H: 0.572 -0.767 -0.834
H: -0.086 -2.349 -0.821
H: 1.306 -1.115 1.649
H: -0.111 0.578 1.125
H: -0.926 -0.083 2.379
H: -1.503 -0.429 0.687
C: -3.883 -2.203 0.365
C: -4.205 -3.778 0.516
C: -4.649 -4.445 -0.808
O: -3.078 -4.359 1.225
H: -4.825 -1.705 0.134
H: -3.189 -2.018 -0.455
H: -3.506 -1.731 1.272
H: -5.026 -3.790 1.232
H: -4.083 -4.386 -1.737
H: -5.646 -4.090 -1.071
H: -4.800 -5.523 -0.742
C: 2.897 -2.310 -3.773
C: 3.646 -1.230 -4.576
C: 2.807 0.084 -4.430
O: 3.231 1.128 -5.378
C: 2.676 0.920 -6.744
N: 4.937 -1.028 -4.009
H: 2.818 -1.946 -2.748
H: 3.556 -3.160 -3.594
H: 1.905 -2.579 -4.138
H: 3.669 -1.547 -5.618
H: 3.018 0.515 -3.451
H: 1.727 -0.029 -4.524
H: 1.598 0.760 -6.730
H: 3.109 0.026 -7.192
H: 2.915 1.775 -7.376
H: 5.264 -0.194 -4.476
H: 4.681 -0.697 -3.090
C: -0.703 -4.059 -3.580
C: -0.853 -5.587 -3.384
C: 0.555 -6.258 -3.333
O: 1.198 -6.121 -4.609
C: 2.646 -6.120 -4.538
N: -1.532 -5.899 -2.175
H: -1.691 -3.635 -3.762
H: -0.084 -3.988 -4.475
H: -0.267 -3.551 -2.720
H: -1.406 -6.024 -4.215
H: 0.561 -7.294 -2.995
H: 1.137 -5.732 -2.577
H: 3.005 -6.991 -3.990
H: 2.932 -5.214 -4.003
H: 3.048 -6.131 -5.551
H: -1.478 -6.907 -2.132
H: -2.494 -5.598 -2.226
C: 0.872 0.831 9.153
C: 1.405 1.524 7.885
C: 0.424 1.636 6.719
O: -0.317 0.376 6.574
C: 0.447 -0.424 5.603
N: 1.904 2.847 8.271
H: -0.124 1.240 9.325
H: 1.458 0.996 10.057
H: 0.769 -0.248 9.036
H: 2.291 0.986 7.548
H: 0.995 1.984 5.858
H: -0.316 2.386 7.000
H: 0.705 0.045 4.654
H: -0.222 -1.194 5.218
H: 1.368 -0.885 5.959
H: 2.484 2.733 9.090
H: 1.122 3.395 8.598
C: -0.961 2.947 -4.233
C: -2.272 2.281 -4.878
C: -2.623 1.027 -4.023
O: -2.718 1.203 -2.602
C: -3.139 0.036 -1.957
N: -3.287 3.302 -4.961
H: -1.190 3.338 -3.241
H: -0.759 3.774 -4.914
H: -0.132 2.243 -4.159
H: -2.161 2.085 -5.945
H: -1.930 0.221 -4.263
H: -3.623 0.729 -4.337
H: -3.161 0.323 -0.906
H: -2.474 -0.804 -2.157
H: -4.167 -0.240 -2.193
H: -2.807 4.178 -5.110
H: -3.767 3.395 -4.077
C: -4.228 1.603 5.972
C: -4.040 0.959 4.623
C: -3.323 1.777 3.579
O: -4.106 2.938 3.250
C: -3.469 3.755 2.265
N: -3.167 -0.177 4.903
H: -4.977 2.364 5.752
H: -3.315 2.150 6.206
H: -4.614 1.033 6.818
H: -5.020 0.671 4.242
H: -3.138 1.130 2.721
H: -2.372 2.130 3.978
H: -4.050 4.663 2.103
H: -3.604 3.132 1.382
H: -2.433 3.961 2.537
H: -3.657 -0.876 5.443
H: -2.533 0.077 5.647
C: -0.050 7.445 0.650
C: 0.673 6.722 -0.519
C: -0.137 5.492 -1.149
O: -0.555 4.607 -0.134
C: -1.132 3.430 -0.553
N: 0.905 7.617 -1.590
H: -0.832 8.100 0.268
H: 0.695 8.099 1.104
H: -0.268 6.668 1.383
H: 1.614 6.275 -0.196
H: 0.414 4.947 -1.916
H: -1.074 5.842 -1.583
H: -0.288 2.848 -0.923
H: -1.931 3.631 -1.266
H: -1.497 2.907 0.331
H: 1.548 8.328 -1.273
H: 1.512 7.155 -2.252
C: 5.398 1.406 -1.773
C: 4.444 0.860 -0.692
C: 3.227 1.691 -0.198
O: 3.808 2.975 0.123
C: 2.856 3.762 0.883
N: 4.149 -0.518 -1.086
H: 6.175 0.706 -2.077
H: 5.825 2.332 -1.387
H: 4.901 1.670 -2.706
H: 5.042 0.784 0.216
H: 2.626 1.098 0.491
H: 2.544 1.849 -1.033
H: 2.512 3.322 1.819
H: 1.984 3.981 0.266
H: 3.392 4.684 1.109
H: 3.618 -0.930 -0.333
H: 5.033 -1.008 -1.088
O: 3.181 -3.482 2.024
H: 3.135 -4.424 1.861
H: 2.399 -3.127 1.601
O: -2.338 -2.787 3.671
H: -3.205 -2.910 4.057
H: -2.153 -1.856 3.789
O: 2.416 -4.805 -0.739
H: 2.530 -5.252 0.099
H: 3.268 -4.880 -1.169
O: -0.311 -5.119 0.223
H: -0.856 -5.306 -0.542
H: 0.436 -4.634 -0.127

***

# C4H34BO25

A cluster of 18 separate species, C4H34BO25 in total in a non-equilibrium geometry (ωB97M-V/def2-TZVPD, the OMol25 dataset).

Values from the calculation:
- DFT total energy (Ha) = -2078.97903
- total charge = -1
- energy relative to the best compared isomer or geometry (same formula, charge and spin) (kJ/mol) = 318.9
- LUMO (eV) = 1.67

CARTESIAN COORDINATES (ANGSTROEM)
O: -0.131 -3.260 -0.534
C: 0.172 -2.138 -0.186
O: 0.735 -1.796 0.883
B: 0.866 -0.346 0.942
O: 0.318 0.091 -0.354
C: -0.103 -0.941 -0.933
O: -0.192 -0.899 -2.174
O: 2.253 0.158 1.075
C: 2.198 0.975 2.030
O: 3.094 1.744 2.332
C: 0.946 0.959 2.688
O: 0.127 0.221 2.065
O: 0.588 1.630 3.698
O: -3.010 -0.799 -0.040
H: -3.431 -1.452 0.475
H: -2.825 -1.167 -0.922
O: 2.287 -2.624 -2.048
H: 2.231 -3.391 -1.516
H: 1.547 -2.594 -2.596
O: -2.164 1.902 -0.157
H: -1.837 1.038 0.134
H: -1.326 2.442 -0.119
O: -1.704 3.384 2.844
H: -1.569 4.294 3.103
H: -0.850 3.087 2.483
O: 2.817 4.189 4.325
H: 2.452 3.303 4.401
H: 3.669 3.964 4.024
O: 0.556 3.039 0.518
H: 0.662 3.886 0.951
H: 1.459 2.877 0.189
O: 3.126 2.983 -0.700
H: 3.745 2.673 -0.030
H: 3.354 2.469 -1.455
O: -1.260 3.227 5.550
H: -1.377 3.318 4.613
H: -1.453 2.360 5.754
O: -2.087 0.126 3.795
H: -1.142 0.204 3.925
H: -2.377 0.758 3.156
O: -2.765 -2.281 -2.164
H: -2.288 -3.040 -1.875
H: -3.658 -2.635 -2.302
O: 0.582 -3.319 -3.973
H: -0.271 -3.563 -3.551
H: 0.415 -2.533 -4.412
O: 5.243 1.674 0.798
H: 4.840 0.910 0.475
H: 4.706 1.820 1.572
O: 1.657 0.372 -3.699
H: 1.540 -0.053 -4.575
H: 1.109 -0.202 -3.223
O: -1.558 -4.942 -2.287
H: -2.194 -5.355 -1.719
H: -0.751 -4.845 -1.767
O: -1.791 -1.357 -4.349
H: -2.518 -1.776 -4.787
H: -2.022 -1.468 -3.428
O: -0.960 1.558 -3.134
H: -0.772 0.632 -2.870
H: -0.761 2.191 -2.509
O: -2.854 -4.191 0.319
H: -3.266 -3.774 1.090
H: -2.030 -3.720 0.170

***

# C2H10BF2N4O6PS3

A structure of composition C2H10BF2N4O6PS3 in a non-equilibrium geometry (ωB97M-V/def2-TZVPD, the OMol25 dataset).

Values from the calculation:
- DFT total energy (Ha) = -2513.19007
- energy relative to the best compared isomer or geometry (same formula, charge and spin) (kJ/mol) = 0.0
- LUMO (eV) = -2.15

CARTESIAN COORDINATES (ANGSTROEM)
N: -1.297 -1.970 0.032
C: -1.370 -1.026 -0.941
N: -0.856 -1.380 -2.186
P: 0.737 -0.693 -2.480
S: 1.887 -1.937 -3.368
N: -1.859 0.159 -0.724
C: -2.416 0.637 0.546
B: -3.902 0.093 0.852
O: -4.092 -0.762 1.904
O: -4.957 0.548 0.108
H: -1.956 -2.729 -0.050
H: -1.224 -1.606 0.973
H: -1.508 -1.214 -2.944
H: 1.161 -0.422 -1.171
H: 0.531 0.474 -3.226
H: -1.838 0.811 -1.490
H: -1.728 0.482 1.365
H: -2.511 1.709 0.432
H: -4.222 -1.660 1.596
H: -5.012 0.096 -0.735
N: 4.224 0.378 1.651
S: 3.226 0.640 0.469
O: 3.795 1.117 -0.746
O: 1.929 1.148 0.820
F: 2.892 -0.898 0.125
S: 4.879 1.672 2.291
O: 5.981 1.325 3.114
O: 3.948 2.644 2.754
F: 5.557 2.363 1.030

***

# C6H16

A cluster of 2 separate species, C6H16 in total in a non-equilibrium geometry (ωB97M-V/def2-TZVPD, the OMol25 dataset).

Values from the calculation:
- DFT total energy (Ha) = -238.16399
- SMILES = CCC.CCC
- energy relative to the best compared isomer or geometry (same formula, charge and spin) (kJ/mol) = 85.4
- LUMO (eV) = 1.16

CARTESIAN COORDINATES (ANGSTROEM)
C: 0.203 -0.833 1.979
C: 0.860 -1.551 0.821
C: 0.106 -2.518 -0.081
H: -0.080 -1.540 2.769
H: 0.856 -0.078 2.413
H: -0.759 -0.344 1.795
H: 1.477 -0.823 0.281
H: 1.663 -2.119 1.235
H: -0.933 -2.579 0.291
H: -0.070 -2.197 -1.106
H: 0.430 -3.544 0.028
C: 0.837 1.655 -1.338
C: -0.386 2.149 -0.537
C: -1.539 1.134 -0.785
H: 1.775 1.556 -0.786
H: 1.020 2.274 -2.216
H: 0.698 0.629 -1.688
H: -0.156 2.209 0.516
H: -0.680 3.135 -0.889
H: -1.346 0.739 -1.779
H: -1.271 0.251 -0.199
H: -2.543 1.511 -0.631